{
  "formula": "C4H8NO3",
  "method": "ωB97M-V with the def2-TZVPD basis set",
  "total_energy_ha": -437.75416,
  "e_above_lowest_ev": 1.397,
  "total_charge": -1,
  "spin_multiplicity": 1,
  "gap_ev": 7.9,
  "species": ["C", "C", "O", "O", "H", "H", "H", "C", "C", "O", "N", "H", "H", "H", "H", "H"],
  "positions_angstrom": [[2.784449, -1.829998, 0.665467], [2.231726, -0.419371, 0.501504], [1.349876, -0.107715, 1.237854], [2.699569, 0.262814, -0.505681], [2.111129, -2.532311, 1.242104], [3.743248, -1.876846, 1.115347], [2.747684, -2.163463, -0.316689], [-1.693469, 0.618045, -1.785696], [-2.401158, 0.607648, -0.380593], [-3.586400, 0.250935, -0.352733], [-1.582163, 0.873915, 0.690554], [-1.976155, 0.753716, 1.701063], [-0.611338, 0.934447, 0.703336], [-0.829761, 1.427243, -1.978828], [-2.325920, 0.502484, -2.615590], [-1.017397, -0.268888, -1.724240]],
  "forces_ev_per_angstrom": [[-1.5822, -0.6402, 1.3137], [3.0866, 0.3646, -4.0308], [-3.6339, 1.7159, 2.9428], [-0.4988, -1.2764, 1.7825], [0.4855, 1.0375, -0.2901], [1.1155, 0.0581, 0.0961], [0.7104, -1.0930, -1.8705], [3.8871, 0.7737, 2.0513], [0.3013, -0.3911, -1.3308], [1.3093, 0.7517, 0.7717], [-4.1872, -0.3913, 2.4432], [0.7235, 0.1607, -2.9311], [2.2746, -0.1010, -0.6542], [-2.3076, -1.2882, 0.6382], [-1.0859, 0.0750, -0.7466], [-0.5981, 0.2440, -0.1854]]
}